C22H44MgNO22 as an isolated structure, computed with ωB97M-V/def2-TZVPD.

Structure (XYZ):
```
90
Properties=species:S:1:pos:R:3:forces:R:3:mulliken_charge:R:1
Mg -2.61913 1.50727 -0.69777 1.747 -0.618 0.934 0.580
N -0.25195 -0.23371 0.34643 -0.205 -2.216 0.030 0.543
O -0.52499 -1.34099 0.81960 1.335 -0.488 1.347 -0.549
O 0.78800 0.36259 0.39637 1.925 0.383 1.096 -0.530
O -1.14095 0.21654 -0.36119 -3.100 2.365 -2.294 0.302
C 3.29619 -3.66182 2.11915 1.478 1.875 0.647 -0.551
C 2.03789 -4.31367 1.83577 -2.583 -0.887 -1.456 0.059
C 1.09301 -3.92245 2.95164 0.469 -0.395 0.964 -0.404
O 1.82515 -2.92555 3.66927 -1.891 0.243 0.645 -0.521
C 2.76045 -2.33960 2.80374 0.877 -1.352 0.387 0.487
H 3.90360 -3.50122 1.22844 0.185 -0.066 0.139 0.301
H 3.79133 -4.27392 2.87298 0.616 0.424 0.024 0.346
H 2.04925 -5.39563 1.70410 0.207 0.047 -0.214 0.510
H 1.59381 -3.82617 0.96787 0.160 -0.372 -0.545 -0.450
H 0.88233 -4.73371 3.64846 0.138 -0.038 0.157 0.370
H 0.12531 -3.63064 2.54357 -0.053 0.675 0.104 0.016
H 3.44408 -1.81574 3.47181 0.285 -0.043 -0.406 0.199
H 2.28850 -1.62456 2.12987 -0.009 -0.085 -0.322 -0.382
C -3.18937 4.67738 1.11437 -2.070 -0.438 -0.606 -0.197
O -1.85048 4.79037 1.46376 1.302 -0.471 0.280 -0.364
C -0.99978 3.98761 0.81659 0.940 2.094 -1.761 0.403
O -1.32637 3.18135 -0.05813 -0.034 -0.031 1.271 0.092
O 0.24905 4.47300 1.00306 -1.033 -1.131 -0.569 -0.387
C 1.32771 3.82489 0.28067 0.768 -1.490 -0.222 -0.508
H -3.80019 5.48631 1.51519 0.593 -0.018 0.568 0.380
H -3.60971 3.71765 1.41490 0.041 0.103 0.296 -0.086
H -3.38871 4.75025 0.04523 0.573 0.006 -0.347 0.066
H 1.26120 3.66156 -0.79497 -1.135 0.779 -0.207 0.172
H 1.43758 2.79010 0.60506 -0.001 0.111 0.581 0.174
H 2.28153 4.34097 0.39013 -0.529 0.399 0.710 0.377
C 0.79446 1.25248 -3.27357 -0.231 -1.471 1.597 -0.268
O 0.07243 2.39180 -3.71049 0.700 0.732 -0.916 -0.359
C -1.09158 2.65067 -3.22127 -0.615 0.885 0.074 0.589
O -1.63546 1.92804 -2.36651 -0.496 1.720 -1.830 -0.235
O -1.50718 3.83153 -3.81285 0.506 -2.801 0.567 -0.390
C -2.75557 4.43105 -3.51309 0.101 0.634 1.342 -0.482
H 0.28644 0.34962 -3.61249 0.137 0.029 -0.261 0.280
H 0.76176 1.20675 -2.18502 -0.068 0.049 0.142 -0.091
H 1.85340 1.22851 -3.53081 -0.389 0.687 -0.663 0.318
H -2.66299 4.76912 -2.48099 -0.259 0.372 0.100 0.150
H -3.66189 3.82621 -3.54241 0.308 -0.451 -0.584 0.209
H -2.81649 5.30137 -4.16651 -0.148 -0.266 0.034 0.298
C -2.77542 -2.60118 -0.98431 1.368 0.339 -1.025 -0.254
O -3.95725 -2.31187 -1.77377 -1.363 2.132 0.482 -0.396
C -4.28593 -0.98523 -1.85890 0.124 -2.193 -1.223 0.648
O -3.57560 -0.09038 -1.41037 -1.574 -0.079 -0.347 -0.355
O -5.41547 -0.84664 -2.61636 2.211 -0.198 1.862 -0.348
C -5.98568 0.46383 -2.68462 -0.465 0.028 0.405 -0.500
H -2.83954 -2.52226 0.10093 -0.529 0.389 -0.246 0.233
H -2.02272 -1.93428 -1.40477 0.134 0.172 0.776 -0.167
H -2.39035 -3.58971 -1.23454 -0.937 -0.159 -0.049 0.548
H -5.37342 1.16312 -3.25404 -0.238 -0.316 -0.511 0.269
H -6.12617 0.93275 -1.71072 0.176 -0.336 0.353 0.098
H -6.98879 0.23578 -3.04499 0.259 0.584 -0.525 0.321
C 0.32221 -3.29850 -1.83290 0.936 1.518 1.227 0.075
O 1.37426 -3.51970 -2.75656 0.670 -0.771 -0.961 -0.443
C 2.60901 -2.99390 -2.56610 -0.738 1.779 2.849 0.812
O 2.96302 -2.25978 -1.61023 -1.339 -2.111 -2.715 -0.494
O 3.35583 -3.34632 -3.58538 -1.984 -1.806 -0.214 -0.371
C 4.44574 -2.56998 -3.82950 1.915 2.120 -0.099 -0.619
H 0.58850 -3.73150 -0.86869 -0.189 -0.012 0.001 0.169
H -0.68510 -3.60006 -2.12012 0.833 -0.581 -0.895 0.263
H 0.29478 -2.21479 -1.71916 -0.277 0.119 0.472 -0.130
H 4.14317 -1.68266 -4.38557 -0.127 0.184 -0.120 0.260
H 5.18201 -3.06396 -4.46353 -0.138 -0.387 0.469 0.245
H 4.81232 -2.21265 -2.86719 0.696 -0.120 -0.247 0.263
C 4.08857 -0.27766 0.44193 0.045 0.546 -1.936 -0.198
O 4.64134 -0.18885 1.68836 0.473 -0.478 2.358 -0.101
C 5.91771 0.04546 1.91711 1.448 0.773 -1.220 0.693
O 6.78451 0.35880 1.08260 -2.143 -0.916 2.564 -0.597
O 6.02562 -0.11855 3.26801 -2.241 0.080 -2.520 -0.304
C 7.14467 0.24366 3.89857 4.204 -0.712 2.156 -0.794
H 4.87946 -0.40775 -0.29677 -0.147 -0.171 -0.201 0.470
H 3.62279 0.69357 0.27503 -0.433 -0.167 -0.459 0.068
H 3.37153 -1.09813 0.41368 0.138 0.300 -0.051 -0.164
H 7.14493 1.11900 4.54810 -0.655 0.418 -0.513 0.273
H 8.06013 0.22295 3.30731 -0.273 0.619 -0.692 0.356
H 7.40936 -0.56847 4.57568 -0.330 -0.183 0.433 0.281
C -1.90223 0.24325 3.38207 0.340 0.436 0.651 -0.532
O -3.27892 0.75072 3.38126 -0.662 -0.516 -1.467 -0.428
C -3.93015 1.06336 2.22848 1.889 -0.428 2.855 0.627
O -3.37564 1.35638 1.20362 0.805 0.219 -2.483 0.121
O -5.17534 1.14848 2.46296 -2.249 -0.174 2.147 -0.407
C -6.26846 1.08627 1.56219 0.650 -0.112 -1.594 -0.527
H -1.70228 -0.06225 4.40911 -0.391 0.270 0.073 0.338
H -1.20897 1.05817 3.17372 -0.076 -0.096 -0.358 0.289
H -1.68615 -0.65695 2.80670 -0.583 0.340 -0.629 0.187
H -6.32333 0.06453 1.18651 -0.078 0.014 -0.086 0.301
H -6.04290 1.76865 0.74268 -0.299 0.003 -0.202 0.154
H -7.23734 1.33962 1.99253 0.598 0.154 0.623 0.307
```
Positions in Å, forces in eV/Å.

Properties
**Total charge**: +1
**Strongest force on any atom**: 4.78 eV/A
**Highest occupied orbital energy**: -0.394 Ha
**E_LUMO**: -3.138 eV

C22H44N3O2P3Tb as an isolated structure, computed with ωB97M-V/def2-TZVPD.

Structure (XYZ):
```
75
Properties=species:S:1:pos:R:3:forces:R:3:lowdin_spin:R:1
Tb -0.62717 -0.16338 0.76824 -1.029 0.481 -0.933 6.079
P -1.94494 -2.70014 0.90341 -1.181 -1.259 -0.256 -0.023
P 1.34310 -1.42786 2.51239 1.062 0.053 1.376 -0.006
P 1.81978 -1.95355 -1.24324 -0.330 0.409 -0.335 0.002
H -0.62658 5.47847 -6.08648 -0.079 -0.392 -0.130 0.000
C -0.69683 4.55529 -6.67045 -0.332 0.043 -0.393 0.000
C -1.85098 3.91396 -6.86610 0.258 0.391 -0.281 0.000
H -2.79701 4.28510 -6.46087 0.369 -0.174 -0.040 0.000
C -3.57779 -2.20765 1.56672 0.042 0.436 0.047 -0.001
C -1.57445 -4.16595 1.93052 0.484 0.016 0.353 -0.007
C -2.45350 -3.46827 -0.68716 0.251 0.367 -0.334 -0.003
C 2.96089 -0.56302 2.57089 0.123 0.191 -0.274 0.000
C 0.80373 -1.02158 4.22097 -0.347 0.117 -0.096 -0.001
C 1.94784 -3.12348 2.86657 -0.168 -0.763 -0.546 -0.002
C 0.99969 -1.75510 -2.81378 -0.121 0.040 -0.212 0.000
C 1.57918 -3.60919 -0.59744 -0.235 -0.428 0.245 0.000
C 3.55585 -1.54877 -1.25644 0.420 0.265 0.056 0.000
H 0.22672 4.22326 -7.16238 -0.405 0.153 0.194 0.000
H -1.90695 3.04561 -7.53275 0.019 0.284 0.311 0.000
H -3.94823 -1.32594 1.02972 -0.086 -0.199 0.024 0.000
H -3.48321 -1.92144 2.61782 -0.067 -0.122 -0.056 0.000
H -4.29635 -3.03205 1.45757 0.225 0.240 0.058 -0.001
H -1.26846 -3.84775 2.93661 -0.158 -0.100 -0.168 0.000
H -0.74124 -4.74751 1.51580 -0.224 0.071 0.020 0.000
H -2.45460 -4.82076 2.02264 0.239 0.284 -0.139 -0.001
H -2.73511 -2.67276 -1.39720 -0.009 -0.312 0.207 0.000
H -3.31363 -4.13708 -0.53921 0.316 0.162 -0.004 -0.001
H -1.61839 -4.02824 -1.13255 -0.282 0.046 0.118 0.000
H 3.52669 -0.99494 3.41189 -0.083 0.314 -0.337 0.000
H 2.81452 0.51067 2.74322 0.100 -0.191 -0.053 0.000
H 3.52750 -0.70127 1.63690 -0.063 0.053 0.353 0.000
H 1.50765 -1.51819 4.90213 -0.248 0.262 -0.054 0.000
H -0.21098 -1.40090 4.39329 0.217 0.092 0.132 0.000
H 0.82466 0.06171 4.38813 -0.057 -0.215 0.028 0.000
H 3.03764 -3.10361 3.01841 -0.397 -0.011 -0.014 0.000
H 1.72346 -3.82004 2.05027 0.087 0.061 0.407 0.000
H 1.47106 -3.50823 3.77723 0.105 0.089 -0.276 0.000
H 1.37202 -2.48358 -3.54505 -0.023 0.118 0.176 0.000
H 1.16001 -0.73667 -3.18637 -0.028 -0.070 0.031 0.000
H -0.08127 -1.89641 -2.66877 0.255 0.022 -0.046 0.000
H 1.66045 -4.34064 -1.42008 0.001 0.393 0.114 0.000
H 0.58786 -3.73617 -0.13628 0.301 0.123 -0.207 0.000
H 2.34753 -3.86320 0.14061 -0.122 0.168 -0.206 0.000
H 4.01776 -1.90948 -2.18388 -0.105 0.021 0.141 0.000
H 4.07623 -2.00282 -0.40333 -0.184 0.034 -0.199 0.000
H 3.68243 -0.46095 -1.20045 -0.014 -0.194 -0.165 0.000
C -0.55294 1.37588 -2.22819 0.517 1.480 -2.404 -0.002
C 0.53816 2.28060 -2.30046 -0.314 -1.193 0.461 -0.001
C 0.99019 2.70892 -3.53467 -0.297 0.203 -0.567 0.000
C 0.27775 2.37780 -4.68857 0.086 -0.099 0.167 -0.001
C -0.91144 1.65067 -4.59732 -0.004 0.469 -0.136 0.000
C -1.37103 1.19663 -3.36854 0.684 -0.394 0.486 -0.002
O -0.73093 0.63618 -1.15251 -0.430 -1.285 2.837 -0.018
H 1.18426 -0.91878 -0.45068 0.839 -1.078 -0.515 0.003
H 1.05928 2.54662 -1.37468 -0.078 -0.146 -0.284 0.000
H 1.88730 3.31516 -3.61731 -0.157 0.021 0.066 0.000
H 0.61025 2.74913 -5.65146 -0.008 -0.232 0.245 0.000
H -1.50034 1.47620 -5.50194 0.192 0.063 0.374 0.000
H -2.29917 0.62935 -3.29518 0.273 0.015 0.041 0.000
C -2.62832 2.40617 4.39908 -0.624 -0.140 0.438 0.000
N -1.45724 2.68523 3.56100 -0.253 0.066 0.049 0.000
C -0.78905 3.87602 3.64680 0.427 -0.492 -0.679 0.000
C 0.29236 4.07839 2.84343 -0.283 0.993 0.738 0.000
C 0.72487 3.05476 1.98564 0.467 -1.118 -1.200 0.001
N 0.02408 1.89686 1.87455 -0.509 0.762 1.145 0.002
C -1.09930 1.77078 2.64149 -0.081 -0.816 -0.501 0.002
O -1.82605 0.71295 2.44532 1.038 0.973 0.051 -0.018
N 1.81576 3.15916 1.20650 -0.527 0.112 0.772 0.000
H -2.36120 2.50761 5.45688 0.043 -0.080 -0.273 0.000
H -2.94081 1.37782 4.17668 -0.029 0.557 0.282 0.000
H -3.44143 3.11013 4.17978 0.250 -0.231 -0.089 0.000
H -1.19964 4.59270 4.35503 0.249 -0.059 -0.166 0.000
H 0.80852 5.02879 2.87032 0.036 -0.069 0.040 0.000
H 2.37683 3.99300 1.25682 0.167 0.015 -0.112 0.000
H 2.15270 2.36979 0.67052 -0.171 0.340 0.098 0.000
```
Positions in Å, forces in eV/Å.

Properties
**Total charge**: +3
**Strongest force on any atom**: 3.14 eV/A
**Spin multiplicity**: 7
**Highest occupied orbital energy (alpha / beta)**: -0.535 / -0.535 Ha
**⟨S²⟩**: 12.343
**E_LUMO (alpha / beta)**: -10.072 / -8.728 eV

Short version: energy = -75498.0521 -82370.0900 eV, in the order given.
Short version: relative energy (zero: lowest compared OMol25 entry of this formula, charge and spin) = 362.4 15.5 kJ/mol, in the order given.